Record 1
44
Properties=species:S:1:pos:R:3:mulliken_charge:R:1 method="wB97M-V/def2-TZVPD" e_lumo_ev=-0.058 homo_lumo_gap_ev=7.72 e_above_lowest_kj_mol=32.3 multiplicity=1
Pt -0.7827 0.2080 -0.0131 0.56
O 3.7275 0.0996 -0.0156 -0.69
C 3.8127 -1.2072 0.3130 0.36
C 5.0927 -1.7607 0.3609 -0.68
C 5.2699 -3.0857 0.6979 -0.30
C 4.1734 -3.8903 1.0009 -0.75
C 2.9069 -3.3484 0.9506 -0.46
C 2.6988 -2.0092 0.6050 0.38
C 1.3179 -1.4848 0.5328 0.74
O 1.1706 -0.2604 0.0606 -0.83
N 0.3330 -2.2408 0.9095 -0.69
N -0.8874 -1.5780 0.7690 0.14
C -1.8330 -1.8876 1.5833 -0.08
C -3.1259 -1.2432 1.6415 0.66
C -4.0327 -1.7486 2.5875 -0.74
C -5.2814 -1.2013 2.7658 -0.70
C -5.6533 -0.1150 1.9709 -0.38
C -4.7934 0.4015 1.0282 -0.47
C -3.5047 -0.1295 0.8399 0.55
O -2.7607 0.3957 -0.1115 -0.93
H 2.7775 0.3222 -0.0676 0.45
H 5.9307 -1.1205 0.1196 0.43
H 6.2699 -3.5000 0.7215 0.37
H 4.3109 -4.9298 1.2651 0.39
H 2.0385 -3.9516 1.1754 0.43
H -1.6204 -2.6876 2.2872 0.38
H -3.7265 -2.5988 3.1865 0.32
H -5.9585 -1.6023 3.5067 0.40
H -6.6338 0.3289 2.0920 0.36
H -5.0821 1.2361 0.4024 0.42
S -1.1069 4.6470 -0.7743 -0.21
C -1.2038 3.1087 -0.0337 -0.02
N -0.5698 2.1516 -0.6371 -0.11
C 0.0503 2.6029 -1.7997 0.25
C 0.8003 1.8198 -2.6760 -0.43
C 1.3559 2.4344 -3.7757 -0.75
C 1.1760 3.8058 -4.0086 -0.46
C 0.4342 4.5857 -3.1475 -0.50
C -0.1308 3.9650 -2.0348 0.62
H -1.7577 2.9496 0.8791 0.40
H 0.9283 0.7635 -2.4787 0.42
H 1.9420 1.8509 -4.4726 0.39
H 1.6301 4.2608 -4.8785 0.38
H 0.2978 5.6432 -3.3276 0.39

Record 2
14
Properties=species:S:1:pos:R:3:mulliken_charge:R:1 method="wB97M-V/def2-TZVPD" e_lumo_ev=-4.910 charge=+1 homo_lumo_gap_ev=8.53 e_above_lowest_kj_mol=490.5 multiplicity=1
C -0.6990 0.8138 -0.0926 -0.06
C -0.1678 -0.2610 0.8319 0.24
C -2.1277 -0.9211 0.0152 -0.23
C 1.3146 -0.2261 0.4595 -0.42
C 0.4348 0.0721 -0.8349 -0.65
N -1.0733 -1.2552 0.8241 0.04
N -1.9767 0.3417 -0.4298 -0.09
H -0.4729 1.8873 0.0864 0.39
H 1.8886 0.6529 0.8675 0.29
H 1.8906 -1.1436 0.4577 0.30
H 0.2353 -0.6940 -1.4362 0.41
H 1.0974 0.7979 -1.2451 0.35
H -0.9831 -2.0322 1.3623 0.11
H -2.7568 0.9474 -0.9282 0.31

Record 3
23
Properties=species:S:1:pos:R:3:mulliken_charge:R:1 method="wB97M-V/def2-TZVPD" e_lumo_ev=0.973 homo_lumo_gap_ev=10.08 e_above_lowest_kj_mol=57.6 multiplicity=1 smiles=Cc1ccccc1.CC
C 0.3381 3.0190 -0.3907 -0.61
C -1.0531 3.5486 -0.7908 -0.84
H 0.4363 3.0740 0.6911 0.23
H 0.4644 1.9477 -0.6236 0.08
H 1.2638 3.3247 -0.8943 0.35
H -1.0894 4.0307 -1.7672 0.27
H -1.4524 4.1730 0.0017 0.28
H -1.6694 2.6670 -0.9464 0.26
C 1.5908 -0.7737 1.7257 -1.42
C -1.1487 -2.5877 -1.0270 -0.41
C -1.4785 -2.5633 0.3104 -0.47
C 0.0502 -2.0469 -1.4736 -0.54
C -0.6188 -1.9439 1.2199 -0.38
C 0.9082 -1.4351 -0.5561 -0.43
C 0.5493 -1.3380 0.7833 0.86
H -1.7841 -3.0449 -1.7827 0.35
H -2.3340 -3.0462 0.7661 0.36
H 0.3679 -2.0355 -2.4907 0.41
H -0.8236 -1.9044 2.2837 0.38
H 1.8808 -1.1696 -0.9484 0.27
H 1.8643 -1.5242 2.4720 0.36
H 1.2772 0.1095 2.2850 0.31
H 2.4608 -0.4810 1.1526 0.34

Record 4
30
Properties=species:S:1:pos:R:3:mulliken_charge:R:1 method="wB97M-V/def2-TZVPD" e_lumo_ev=0.276 homo_lumo_gap_ev=10.03 e_above_lowest_kj_mol=556.0 multiplicity=1 smiles=O.O.O.O.O.O.O.O.O.O
H 2.1077 0.5621 0.3481 0.32
H 0.9760 -0.5287 0.7909 0.25
H -2.6523 0.6453 0.3099 0.30
H -3.3626 1.6069 1.1850 0.30
H -1.0360 -1.5097 5.0256 0.30
H -0.2640 -2.1198 3.9094 0.31
H 2.5040 0.0193 5.2593 0.32
H 3.6362 1.0763 5.1777 0.30
H -2.7415 -1.5493 -1.3451 0.27
H -3.4972 -2.1956 -0.2345 0.33
H 0.3445 1.5300 1.0655 0.47
H 1.6995 2.0138 1.6797 0.30
H 0.2834 2.4964 -1.9176 0.24
H 0.1483 1.6290 -0.6392 0.23
H -1.0530 0.4993 -3.8210 0.26
H -1.7132 -0.8242 -3.8248 0.23
H 1.5916 -0.2714 -4.6396 0.28
H 1.5946 0.3235 -3.3403 0.31
H 0.8375 -1.3646 -1.7678 0.26
H 0.3305 -2.0885 -3.0749 0.30
O 1.1419 0.3106 0.3620 -0.64
O -2.8647 0.8260 1.2434 -0.60
O -0.6528 -1.2967 4.1575 -0.61
O 3.2037 0.4081 4.7018 -0.62
O -2.5540 -2.1568 -0.6449 -0.61
O 0.7050 1.9331 1.8401 -0.61
O 0.0618 1.6279 -1.6022 -0.53
O -0.9759 -0.3524 -3.4063 -0.46
O 1.1374 0.3945 -4.2043 -0.60
O 1.0634 -1.6445 -2.5932 -0.59

Record 5
74
Properties=species:S:1:pos:R:3:mulliken_charge:R:1 method="wB97M-V/def2-TZVPD" e_lumo_ev=-0.082 homo_lumo_gap_ev=7.40 e_above_lowest_kj_mol=0.0 multiplicity=1
Ag 0.6633 0.1539 -1.0181 1.13
C 4.3729 -0.6048 -0.8699 -1.21
P 3.2042 0.4367 -1.8136 0.71
C 4.1006 0.6016 -3.4044 -1.38
C 3.5197 2.0918 -1.0685 -0.92
C 2.6090 3.1776 -1.6598 -1.20
P 0.8086 2.8657 -1.4008 0.93
C 0.1137 4.2235 -2.4230 -1.47
C 0.5503 3.5620 0.2743 -1.20
H 4.5148 -1.5452 -1.4044 0.36
H 3.9549 -0.8365 0.1111 0.24
H 5.3428 -0.1142 -0.7540 0.43
H 5.1212 0.9548 -3.2378 0.38
H 3.5864 1.2950 -4.0712 0.40
H 4.1369 -0.3678 -3.9025 0.40
H 4.5712 2.3574 -1.2119 0.56
H 3.3439 1.9857 0.0052 0.23
H 2.7575 3.2466 -2.7426 0.38
H 2.8548 4.1604 -1.2469 0.52
H 0.5631 5.1847 -2.1611 0.41
H -0.9644 4.2920 -2.2685 0.39
H 0.2903 4.0262 -3.4811 0.39
H 0.9646 4.5698 0.3602 0.49
H 1.0120 2.9043 1.0122 0.18
H -0.5214 3.6027 0.4804 0.33
C -0.2495 0.5437 7.4737 -1.46
C 0.0894 0.2058 6.0459 0.95
C 0.9561 -0.8327 5.7390 -0.78
C 1.2940 -1.1253 4.4210 -0.43
C 0.7523 -0.3718 3.3962 -0.32
C -0.1208 0.6754 3.6823 -0.43
C -0.4476 0.9542 4.9955 -0.80
S 1.1978 -0.7054 1.7191 1.49
O -0.0620 -1.0541 1.0296 -0.46
O 2.1698 -1.7725 1.7376 -0.81
O 1.7068 0.5775 1.2045 -0.82
H 0.0509 -0.2534 8.1530 0.35
H -1.3207 0.7088 7.5972 0.36
H 0.2586 1.4570 7.7902 0.29
H 1.3792 -1.4260 6.5415 0.31
H 1.9740 -1.9310 4.1806 0.52
H -0.5344 1.2686 2.8753 0.33
H -1.1280 1.7691 5.2175 0.38
N -5.1082 2.6078 -4.1485 -0.49
C -4.6020 2.1260 -3.2370 -0.12
C -3.9685 1.5183 -2.0906 0.26
C -4.7067 1.1488 -0.9726 -0.31
C -4.0409 0.5757 0.0934 -0.99
C -2.6692 0.3819 0.0018 -0.64
N -1.9597 0.7360 -1.0726 0.59
C -2.5959 1.2974 -2.0909 -0.48
H -5.7755 1.3149 -0.9482 0.51
H -4.5717 0.2749 0.9861 0.50
H -2.1024 -0.0780 0.8046 0.61
H -1.9921 1.5896 -2.9447 0.52
O 0.5533 -1.9974 -2.2635 -0.51
C -0.3237 -2.7571 -2.6291 -0.08
C -1.6905 -2.2957 -3.0583 -0.09
C -2.6819 -2.8436 -2.0007 -0.90
C -2.0798 -3.0217 -0.5850 0.65
C -1.3516 -4.3495 -0.3134 -0.91
C -0.0145 -4.4902 -1.0383 -0.63
N -0.1866 -4.1253 -2.4595 -0.23
H -1.9334 -2.6445 -4.0651 0.42
H -1.6840 -1.2075 -3.0688 -0.18
H -3.0940 -3.7999 -2.3359 0.45
H -3.5298 -2.1570 -1.9424 0.37
H -2.8918 -2.9315 0.1395 0.45
H -1.3915 -2.2016 -0.3663 -0.63
H -2.0079 -5.1821 -0.5969 0.32
H -1.1776 -4.4392 0.7611 0.42
H 0.3677 -5.5080 -0.9727 0.38
H 0.7336 -3.8214 -0.6164 0.22
H -0.9599 -4.6320 -2.8718 0.34

Record 6
19
Properties=species:S:1:pos:R:3:mulliken_charge:R:1 method="wB97M-V/def2-TZVPD" e_lumo_ev=-5.797 charge=+1 homo_lumo_gap_ev=7.68 multiplicity=1
C 2.5006 2.5285 -0.4205 -0.10
C 1.1012 0.4901 0.2778 0.36
C 0.4811 1.6680 0.0795 0.93
C 2.4503 0.2658 0.0924 -0.21
C -0.9842 1.6402 0.1461 -0.79
C -1.5966 0.4428 0.3380 -0.13
C -0.8815 -1.9423 0.2748 0.38
C -2.0978 -2.5497 -0.1497 -1.01
N 1.1611 2.7183 -0.3671 -0.52
N 3.1014 1.4022 -0.2053 -0.37
N -0.8417 -0.6529 0.3975 -0.25
I 3.5339 -1.4919 0.3445 0.25
H 3.1587 3.2461 -0.8472 0.41
H -1.5497 2.5391 0.0343 0.41
H -2.6119 0.4679 0.5184 0.44
H 0.0854 -2.5877 0.4145 0.27
H -1.9461 -2.8744 -1.2712 0.28
H -2.1767 -3.4911 0.3955 0.35
H -2.8877 -1.8190 -0.0524 0.29

Record 7
14
Properties=species:S:1:pos:R:3:mulliken_charge:R:1 method="wB97M-V/def2-TZVPD" e_lumo_ev=0.206 homo_lumo_gap_ev=8.70 e_above_lowest_kj_mol=0.0 multiplicity=1
C 0.2291 -2.4183 0.4539 0.03
C 0.1808 0.0506 -0.2023 -0.04
C -0.4912 2.3193 0.3584 -0.76
C -0.4793 -1.9021 -0.6666 0.00
N 1.4775 -2.6015 0.3517 -0.66
N -0.6215 0.9300 0.0210 -0.26
F -1.7835 -1.9003 -0.4449 -0.26
I 2.2644 0.1250 -0.1772 0.04
H -0.5141 -2.4952 1.2432 0.34
H -1.0681 2.7610 -0.6005 0.27
H 0.4686 2.7388 0.2643 0.33
H -1.2114 2.6148 1.1952 0.26
H -0.3836 -1.7647 -1.6930 0.46
H 2.0189 -2.6754 1.1890 0.24

Record 8
70
Properties=species:S:1:pos:R:3:mulliken_charge:R:1 method="wB97M-V/def2-TZVPD" e_lumo_ev=-0.438 homo_lumo_gap_ev=8.32 e_above_lowest_kj_mol=3052.2 multiplicity=1
C 4.7527 3.9073 -12.7725 -0.74
C 3.5044 4.6142 -12.8640 0.02
O 2.6121 3.7832 -13.5478 -0.45
C 3.2968 2.7814 -14.1152 -0.07
O 2.8970 1.9532 -14.8734 -0.19
O 4.6031 2.9500 -13.7891 -0.21
F 3.6025 5.7472 -13.6103 -0.30
H 4.8395 3.4486 -11.7875 0.50
H 5.4596 4.7369 -12.7824 0.31
H 3.1314 4.8891 -11.8773 0.50
C 4.0722 0.3490 -16.2191 0.11
C 4.3564 1.1680 -17.4315 0.35
O 3.2519 0.9997 -18.2523 0.29
C 2.4239 0.0225 -17.7083 0.90
O 1.3904 -0.4890 -18.2330 -0.63
O 2.9653 -0.4644 -16.5643 -0.75
F 5.4168 0.6267 -18.1865 -0.57
H 3.8745 1.0849 -15.4396 -0.32
H 4.9024 -0.2561 -15.8548 -0.02
H 4.6399 2.1988 -17.2190 -0.18
C 4.8283 0.8180 -13.9993 0.49
C 5.1596 -0.2639 -13.0329 0.23
O 6.4397 0.0843 -12.6581 -0.42
C 7.0011 0.9541 -13.4772 0.65
O 8.1627 1.3209 -13.4845 -0.64
O 6.0476 1.4437 -14.2672 -0.43
F 5.2277 -1.4598 -13.4757 -0.31
H 4.1129 1.5335 -13.5939 -0.29
H 4.3172 0.4187 -14.8754 0.28
H 4.4530 -0.3445 -12.2068 0.45
C 3.1407 -3.6621 -17.1179 -0.42
C 1.8238 -2.8956 -17.1435 1.66
O 1.2831 -3.2469 -15.8390 -0.38
C 1.8844 -4.4094 -15.4830 0.66
O 1.5467 -5.0695 -14.5232 -0.62
O 2.8455 -4.7296 -16.2503 -0.34
F 0.9582 -3.3325 -18.0814 -0.36
H 3.9988 -3.1344 -16.7017 0.19
H 3.5640 -3.9381 -18.0837 0.37
H 1.9506 -1.8250 -17.3039 -0.92
C 1.7829 1.9724 -21.2062 -0.87
C 1.8857 1.3179 -19.8513 0.56
O 3.2069 0.7487 -20.0295 -0.07
C 3.9568 1.6381 -20.6927 0.91
O 5.1717 1.6313 -20.8111 -0.65
O 3.1104 2.4721 -21.3731 -0.38
F 0.9358 0.4313 -19.7301 -0.34
H 0.9903 2.7156 -21.1187 0.40
H 1.4009 1.2368 -21.9140 0.36
H 1.9059 1.9939 -18.9965 0.27
C 3.3838 4.6055 -16.0511 -0.79
C 4.8175 4.1289 -16.0340 0.10
O 5.0526 3.8791 -17.4190 -0.29
C 3.8705 3.5991 -18.0549 0.69
O 3.7455 3.0259 -19.1782 -0.46
O 2.8238 3.9652 -17.2432 -0.28
F 4.8547 2.9214 -15.4235 0.45
H 3.3887 5.6954 -16.0656 0.50
H 2.8944 4.2525 -15.1435 0.80
H 5.4843 4.7532 -15.4392 0.41
C 7.9718 0.0024 -18.4184 -0.67
C 7.5808 -1.4848 -18.5256 0.33
O 6.9915 -1.6213 -17.2296 -0.39
C 6.5919 -0.5138 -16.7737 0.63
O 5.8866 -0.4242 -15.7789 -0.13
O 6.9157 0.4351 -17.5908 -0.23
F 8.7892 -2.1002 -18.5147 -0.33
H 7.9467 0.4816 -19.3971 0.36
H 8.9829 0.1102 -18.0257 0.32
H 7.0574 -1.6388 -19.4692 0.39